[1]
Here is a molecular structure, C47H58Cl3GeNO5PbS3 in a non-equilibrium geometry from the Open Molecules 2025 dataset. Energies are from wB97M-V/def2-TZVPD.

XYZ file:
```
119
Properties=species:S:1:pos:R:3:forces:R:3
Pb 0.33667 0.36913 2.49613 -0.19 -0.09 -0.50
C -0.93586 -0.34317 -1.98151 0.32 0.30 -0.21
O -0.56892 0.29003 -0.76163 -0.04 -0.57 0.40
C -1.04088 1.53723 -0.52450 -0.43 1.33 -0.52
C -2.19172 1.77722 0.24266 1.29 0.21 -0.07
C -3.10379 0.74414 0.84072 -0.55 0.01 0.40
C -2.98838 -0.69013 0.40665 0.21 0.26 0.20
C -3.69428 -1.19109 -0.64295 -0.21 -0.66 -0.64
C -3.54095 -2.52589 -1.11049 -0.52 0.83 -0.27
C -2.60266 -3.31738 -0.47283 -0.38 0.91 0.14
C -1.86237 -2.81641 0.59613 0.46 -0.65 -0.09
C -0.75139 -3.72658 1.12646 -0.90 -0.10 0.46
C 0.48641 -3.65160 0.28896 1.07 0.78 0.75
C 0.66882 -4.36881 -0.87813 -0.90 -0.40 -0.35
C 1.72036 -4.14812 -1.75256 0.04 -0.16 -0.65
C 2.66729 -3.24463 -1.35843 0.50 0.82 0.48
C 2.60716 -2.51462 -0.16933 -1.57 -0.97 0.01
C 3.62464 -1.48745 0.15539 0.78 -0.03 -0.35
C 3.23687 -0.04283 0.09749 -0.37 -0.37 0.09
C 3.80264 0.83689 0.97972 -0.26 0.63 -0.66
C 3.61912 2.23948 0.87054 0.18 -0.95 0.00
C 2.66418 2.68643 -0.07345 0.40 0.66 0.86
C 1.98330 1.84331 -0.88961 0.29 -0.26 -0.95
C 0.94856 2.35048 -1.85551 -0.07 0.41 -0.22
C -0.31754 2.62314 -1.06334 -0.55 0.60 0.35
C -0.65831 3.95783 -0.71554 -1.32 -2.41 1.12
C -1.69149 4.20134 0.21371 -0.20 -1.18 -0.06
C -2.43684 3.09194 0.63728 -0.25 -0.19 0.24
C -2.07295 5.55921 0.75817 0.08 0.34 0.27
C -2.60259 5.46111 2.21933 -0.94 -0.05 -0.62
C -3.19503 6.12714 -0.14204 -0.44 0.25 -0.59
C -0.86463 6.53774 0.76253 -0.98 -0.06 -0.87
C 2.39433 0.42938 -0.98953 -0.03 0.83 0.17
O 2.14168 -0.23828 -2.00121 0.10 -0.14 0.20
C 4.59470 3.19083 1.55255 -0.93 0.22 0.21
C 3.85005 4.43297 2.11725 -1.01 -0.71 0.65
C 5.45969 2.51796 2.62233 -0.27 0.39 -0.32
C 5.50057 3.66384 0.42999 0.97 -0.09 0.13
C 1.51036 -2.74664 0.66635 0.42 -0.03 -0.88
O 1.47524 -1.99683 1.81393 -0.21 -0.76 0.61
C 1.57007 -2.78291 3.08409 -0.77 0.57 0.27
C 1.74642 -4.79940 -3.14999 0.43 -1.07 0.24
C 0.41099 -4.54744 -3.89527 1.04 -0.65 -0.24
C 1.98582 -6.33373 -3.00915 -0.59 -0.47 -0.17
C 2.89426 -4.31262 -4.05456 0.02 -0.05 0.01
C -2.06503 -1.51246 1.06731 0.73 0.00 0.71
O -1.40520 -1.02514 2.10761 0.28 -0.23 0.24
C -4.30299 -2.96361 -2.35768 -0.51 0.56 -0.88
C -3.87214 -2.07773 -3.56759 -0.36 0.39 0.07
C -4.00336 -4.40293 -2.76115 0.34 -0.16 0.05
C -5.84447 -2.82942 -2.20669 0.86 -1.68 0.20
H -1.75707 0.16731 -2.48551 -0.26 -0.12 0.27
H -1.13777 -1.38306 -1.77656 -0.36 -0.24 0.12
H -0.07982 -0.29395 -2.62697 0.49 -0.08 -0.51
H -4.11010 1.14942 0.63364 0.12 -0.49 0.16
H -2.95431 0.79197 1.93509 -0.19 -0.08 -0.32
H -4.31478 -0.45546 -1.14382 -0.35 -0.34 -0.27
H -2.39304 -4.31685 -0.80449 -0.03 -0.29 -0.06
H -1.10377 -4.76931 1.14452 -0.05 0.25 -0.07
H -0.56836 -3.44703 2.16480 0.08 -0.09 -0.29
H -0.08397 -5.09442 -1.19432 -0.05 0.20 0.28
H 3.49445 -3.00513 -1.98092 0.53 0.06 -0.66
H 4.40207 -1.62335 -0.59731 0.32 0.04 -0.06
H 4.09015 -1.68422 1.11668 0.01 -0.02 0.23
H 4.52106 0.42208 1.65178 0.19 -0.05 0.59
H 2.51885 3.76780 -0.13516 -0.29 -0.33 -0.12
H 0.88055 1.67173 -2.70819 -0.44 -0.31 0.39
H 1.23565 3.28886 -2.33937 0.29 0.13 0.38
H -0.10013 4.74406 -1.09961 1.04 1.31 -0.67
H -3.25035 3.13748 1.39019 0.58 0.53 -0.66
H -3.58433 4.92299 2.27827 0.84 0.45 -0.09
H -2.78855 6.47837 2.56815 0.00 0.03 0.10
H -1.91559 4.97584 2.90129 0.26 -0.14 0.02
H -4.06380 5.45537 -0.22441 0.37 -0.09 0.28
H -2.86210 6.26461 -1.18973 0.11 0.00 0.49
H -3.62070 7.08984 0.19566 0.47 -0.23 0.10
H -0.00980 6.17923 1.32433 0.05 -0.20 0.14
H -1.26375 7.43656 1.23275 0.41 0.30 -0.11
H -0.55898 6.76214 -0.28473 -0.10 0.01 0.72
H 3.11799 4.17469 2.93102 0.63 0.03 -0.87
H 3.29962 4.94810 1.32436 0.04 -0.07 0.11
H 4.50573 5.16716 2.56112 0.58 0.11 0.04
H 4.87990 2.14316 3.45375 -0.15 0.09 0.25
H 6.13197 3.30462 2.95227 0.30 -0.15 0.36
H 6.03202 1.68091 2.22558 0.19 0.14 -0.12
H 4.90046 4.05943 -0.37220 -0.06 0.39 -0.37
H 6.05838 2.79623 0.02863 0.00 0.51 0.13
H 6.19236 4.44141 0.82532 -0.28 -0.49 -0.44
H 2.60665 -2.67217 3.41757 -0.20 0.04 0.04
H 1.31400 -3.85115 2.91401 0.22 0.72 -0.08
H -0.31152 -2.38860 3.71177 0.62 0.30 0.21
H -0.41615 -5.08522 -3.43102 -0.07 0.26 -0.06
H 0.54614 -4.89397 -4.92696 -0.21 -0.26 0.13
H 0.23844 -3.49282 -3.99388 -0.39 0.62 0.34
H 1.21247 -6.85703 -2.40491 0.51 0.47 -0.11
H 2.98173 -6.55602 -2.61828 -0.14 0.18 0.36
H 1.97702 -6.84993 -3.98564 -0.19 0.42 0.07
H 2.75171 -3.25929 -4.30580 0.30 0.00 0.01
H 2.86952 -4.90400 -4.97122 -0.28 0.14 -0.19
H 3.91599 -4.51218 -3.68697 -0.49 0.37 0.36
H -2.81113 -2.26791 -3.77557 -0.18 0.30 -0.09
H -4.05768 -0.99995 -3.37862 0.42 -0.53 0.13
H -4.47190 -2.27585 -4.48072 0.32 -0.32 0.45
H -2.91478 -4.59393 -2.68466 -0.54 0.02 -0.43
H -4.34663 -4.52206 -3.80693 0.20 -0.33 0.55
H -4.49777 -5.12548 -2.09174 0.05 0.17 -0.30
H -6.15710 -1.84841 -1.99121 -0.26 1.37 0.37
H -6.12843 -3.48429 -1.36154 -0.24 0.27 -0.45
H -6.34828 -3.13600 -3.13671 0.13 -0.12 0.31
S -5.51596 0.80080 4.51249 -0.98 0.23 0.01
C -4.20845 0.11263 4.95890 1.14 -0.02 -0.36
S -2.78379 -0.41953 5.19766 -0.15 -0.31 0.32
S -1.05896 2.42648 4.24721 -0.74 -0.54 -0.70
O 0.86073 -0.85225 4.19019 -0.05 0.06 0.21
N 0.65441 -2.23185 4.05042 0.11 -0.93 -0.59
Cl 1.16203 5.03422 4.91331 0.13 0.03 0.11
Ge 0.67525 2.92641 5.21231 0.75 0.34 1.02
Cl 2.54315 1.93152 4.66029 -0.18 0.03 -0.03
Cl 0.69272 2.66826 7.40171 0.02 0.13 -0.49
```
Positions in Å, forces in eV/Å.

Output
Spin multiplicity: 2
LUMO energy (spin up / spin down) in eV: 2.22 / 0.44
Frontier orbital gap (spin up / spin down) in hartree: 0.2653 / 0.2001
Highest occupied orbital energy (spin up / spin down) in hartree: -0.1838 / -0.1839
E in Eh: -7101.84223
Largest force on an atom in hartree/bohr: 0.058
Total charge: -1
<S²>: 0.790



[2]
Here is a molecular structure, C47H60BrCsN5O10PS2Si in a non-equilibrium geometry from the Open Molecules 2025 dataset. Energies are from wB97M-V/def2-TZVPD.

XYZ file:
```
128
Properties=species:S:1:pos:R:3:forces:R:3
Cs 0.50378 -1.37318 0.79807 0.59 1.52 -3.76
S -2.79288 1.11549 -2.86376 0.21 -0.27 -0.03
C -2.76157 -0.58420 -3.16996 -0.22 -0.06 -0.09
S -1.60155 -1.65668 -2.45058 0.08 0.29 0.07
C -3.71844 -1.12904 -4.05460 -0.14 -0.08 -0.19
C -3.80812 -2.52802 -4.33064 0.08 0.26 0.24
N -3.92293 -3.65923 -4.54447 -0.02 0.01 -0.13
C -4.65940 -0.31702 -4.76025 0.30 -0.10 0.09
N -5.41135 0.30315 -5.38288 -0.09 -0.05 0.02
C 0.86890 0.94071 -2.39378 0.27 0.14 0.01
C 0.93764 2.38677 -2.85577 -0.07 -0.03 0.00
C 0.90198 2.44689 -4.38031 -0.05 0.00 -0.03
C 2.18543 3.09902 -2.33781 0.04 -0.05 0.12
C 2.21853 4.60366 -2.66496 -0.02 0.09 0.08
O 2.46206 5.25637 -1.39429 -0.06 -0.13 -0.10
C 2.40676 4.25118 -0.46549 0.01 0.17 0.26
N 2.29121 3.06496 -0.86967 0.07 -0.10 -0.13
C 2.52066 4.70431 0.94864 -0.03 -0.07 -0.16
C 3.23902 5.87939 1.18279 0.04 -0.02 0.03
C 3.41387 6.35687 2.46820 -0.03 -0.02 0.01
C 2.85661 5.66392 3.53580 0.00 0.01 -0.04
C 2.12745 4.51092 3.30271 -0.03 0.00 0.05
C 1.93881 4.00488 2.01707 -0.09 0.05 -0.43
P 0.86722 2.48993 1.71170 0.20 0.14 0.60
C -0.66387 3.07769 2.54857 0.04 -0.02 -0.02
C -1.56767 2.13161 3.03305 -0.02 -0.08 -0.03
C -2.78059 2.51105 3.58317 0.01 0.03 0.00
C -3.12774 3.85555 3.63974 0.04 0.00 0.00
C -2.26054 4.80299 3.11783 0.00 -0.03 -0.02
C -1.04105 4.41650 2.57300 0.00 0.04 0.04
C 1.68918 1.52387 3.07629 0.02 0.13 -0.09
C 1.26771 1.41349 4.39808 0.03 -0.01 0.02
C 2.04953 0.75798 5.34173 0.03 0.00 -0.01
C 3.26829 0.20392 4.98018 -0.06 0.01 -0.06
C 3.69951 0.30780 3.66286 0.00 -0.01 -0.02
C 2.91148 0.94862 2.71725 -0.07 -0.04 0.07
H -0.01869 0.44833 -2.78554 0.00 -0.01 0.00
H 0.82223 0.88937 -1.30455 0.05 0.01 -0.04
H 1.75686 0.39650 -2.74085 -0.02 0.00 0.05
H 0.05776 2.90882 -2.45952 0.02 0.04 -0.01
H 1.76262 1.91158 -4.79983 -0.03 0.01 0.01
H 0.91672 3.47097 -4.76779 0.01 -0.02 0.01
H -0.00938 1.96499 -4.73789 0.01 0.01 0.00
H 3.06407 2.57995 -2.74017 0.01 0.01 -0.03
H 1.25644 4.95575 -3.03988 -0.01 0.01 0.00
H 3.00607 4.89760 -3.35657 0.03 0.01 0.00
H 3.66314 6.40488 0.33804 -0.01 0.01 0.01
H 3.97675 7.26661 2.63774 0.01 -0.01 0.00
H 2.98203 6.02619 4.54912 0.00 0.00 0.00
H 1.67826 3.99382 4.14203 0.01 -0.01 -0.02
H -1.33418 1.07661 2.95028 0.00 0.00 0.00
H -3.46893 1.75377 3.94090 0.01 0.01 0.01
H -4.07328 4.15758 4.07263 -0.02 0.00 -0.04
H -2.53667 5.85050 3.11929 0.01 0.00 0.02
H -0.38648 5.17300 2.15647 0.01 -0.01 0.03
H 0.32231 1.84733 4.70212 0.01 0.01 0.00
H 1.70744 0.68020 6.36740 -0.01 -0.01 -0.01
H 3.87160 -0.31470 5.71494 0.01 0.02 0.00
H 4.65735 -0.11092 3.37196 -0.01 0.00 0.00
H 3.24569 1.01771 1.68536 0.02 0.02 0.01
O -0.74370 -3.71827 -0.29524 -0.08 -0.39 0.00
H -1.15164 -3.39846 -1.12671 -0.07 -0.01 0.08
H -1.31549 -3.34424 0.38416 -0.32 -0.20 -0.12
O 2.72945 -2.47620 1.98802 0.45 -0.29 0.46
H 1.90709 -2.35272 2.49969 0.46 -0.22 0.49
H 3.31403 -1.82742 2.39372 0.08 -0.03 0.00
O -1.46803 1.44814 0.04417 0.20 -0.10 -0.08
H -2.00427 0.76363 0.45451 -0.22 -0.07 -0.08
H -1.65947 1.33266 -0.92088 -0.20 -0.05 0.12
C 1.70983 -1.96353 -4.95004 0.02 -0.01 -0.04
C 2.50995 -3.27416 -4.81982 -0.01 -0.01 -0.05
C 3.25922 -3.53460 -6.13817 -0.05 -0.03 -0.02
C 1.46139 -4.38379 -4.63838 -0.02 -0.01 -0.01
Si 3.71907 -3.24468 -3.33512 -0.14 0.10 -0.07
Br 2.56625 -2.29237 -1.67552 0.21 -0.08 -0.08
C 4.20588 -4.98212 -2.67967 0.03 -0.03 0.02
C 3.01822 -5.68822 -2.00251 0.04 -0.05 0.01
C 5.30044 -4.86566 -1.60773 0.01 -0.06 0.00
C 4.72806 -5.88075 -3.81263 -0.02 -0.04 0.04
C 5.23925 -2.09282 -3.59558 0.08 0.00 0.00
C 4.81952 -0.80410 -4.31859 0.03 0.03 0.00
C 5.86280 -1.63832 -2.26480 0.02 0.01 0.00
C 6.33343 -2.78483 -4.42568 0.00 0.05 -0.03
H 1.00562 -2.07523 -5.78167 0.03 0.02 0.00
H 2.33363 -1.09640 -5.16072 0.03 0.02 0.00
H 1.10909 -1.74961 -4.06528 -0.02 -0.04 0.01
H 2.52910 -3.59116 -6.95360 0.02 0.00 0.02
H 3.81332 -4.47701 -6.12867 -0.01 0.01 0.00
H 3.96108 -2.73787 -6.38741 -0.01 0.03 0.00
H 0.74241 -4.32025 -5.46140 0.00 0.00 0.02
H 0.89241 -4.26171 -3.71441 0.01 0.01 -0.01
H 1.89824 -5.38334 -4.65881 0.00 0.00 -0.02
H 2.59687 -5.09504 -1.19118 0.02 0.00 0.00
H 3.37974 -6.63199 -1.57549 -0.02 0.01 -0.01
H 2.21244 -5.92627 -2.69122 -0.01 0.01 -0.01
H 4.99467 -4.21336 -0.78660 -0.01 -0.01 -0.02
H 6.24558 -4.49891 -2.00958 0.00 -0.02 0.00
H 5.48696 -5.86150 -1.18778 0.00 0.02 -0.01
H 3.96165 -6.07833 -4.56290 -0.01 -0.01 0.01
H 5.03181 -6.84789 -3.39290 -0.01 0.02 -0.01
H 5.59532 -5.45771 -4.32316 -0.01 0.00 0.01
H 4.01450 -0.28781 -3.79050 0.01 -0.01 0.01
H 4.49555 -0.97729 -5.34352 -0.01 -0.02 -0.02
H 5.68207 -0.12672 -4.35429 -0.03 -0.01 -0.01
H 5.15852 -1.04854 -1.67784 0.00 0.00 -0.01
H 6.72996 -1.00433 -2.48901 -0.02 -0.01 0.01
H 6.20663 -2.46123 -1.64177 0.00 0.02 -0.02
H 5.97114 -3.12211 -5.39909 -0.01 0.00 0.01
H 6.75883 -3.64673 -3.91018 0.01 0.02 0.01
H 7.15206 -2.07656 -4.60510 -0.02 -0.01 -0.01
O 0.51950 -1.57690 3.38387 -0.07 -0.43 1.43
C -0.72748 -1.43993 3.37912 -0.09 0.13 0.31
O -1.46086 -1.35187 2.37692 -1.41 -0.15 1.25
C -1.38580 -1.30396 4.74687 0.01 0.01 0.01
C -2.75559 -1.10804 4.85098 0.07 0.00 -0.16
C -3.31044 -0.97799 6.10800 -0.45 0.02 0.09
C -2.56755 -1.02966 7.26801 -0.07 0.02 0.09
C -1.20926 -1.21279 7.11901 0.22 0.00 0.43
C -0.60157 -1.35583 5.89002 0.07 -0.02 -0.11
N -0.37060 -1.24838 8.35119 -0.32 0.00 -0.46
O 0.83226 -1.27040 8.20717 0.10 -0.01 0.07
O -0.94576 -1.24949 9.42032 0.03 0.01 0.11
N -4.78203 -0.76558 6.23402 0.57 0.09 -0.03
O -5.23790 -0.68698 7.35774 -0.12 -0.04 0.04
O -5.41832 -0.66375 5.21143 -0.12 -0.03 -0.03
H -3.35706 -1.05666 3.95316 0.01 -0.02 0.01
H -3.02611 -0.92758 8.23835 0.01 0.00 -0.01
H 0.46431 -1.50420 5.79247 -0.02 0.01 -0.01
```
Positions in Å, forces in eV/Å.

Output
Spin multiplicity: 1
LUMO energy in eV: 2.30
Frontier orbital gap in hartree: 0.1459
Highest occupied orbital energy in hartree: -0.0613
E in Eh: -6874.57417
Largest force on an atom in hartree/bohr: 0.080
Total charge: -2